Density functional theory data (wB97M-V/def2-TZVPD) for a molecular structure, C22H35BiCl2N4O3.

Positions of all 67 atoms, in Å:
O 2.572 1.100 -1.483
C 1.633 1.579 -2.276
C 1.453 3.104 -2.113
C 0.906 3.599 -0.934
H 0.640 2.895 -0.138
C 0.599 4.963 -0.822
H 0.154 5.329 0.106
C 0.871 5.832 -1.890
H 0.656 6.900 -1.803
C 1.442 5.326 -3.064
H 1.662 5.993 -3.898
C 1.750 3.963 -3.168
H 2.169 3.548 -4.088
H 1.964 1.423 -3.330
C 0.245 -0.459 -3.108
C 0.184 0.837 -2.366
H 0.215 -0.301 -4.202
H -0.599 -1.123 -2.848
H 1.184 -0.998 -2.902
C -0.979 1.560 -2.277
C -2.186 1.370 -3.138
H -1.026 2.446 -1.637
H -2.138 2.084 -3.978
H -3.094 1.614 -2.571
H -2.295 0.353 -3.540
Bi -1.429 -0.181 -0.031
Cl -2.630 1.899 0.864
Cl -3.132 -1.556 -1.351
C -3.604 -1.199 1.916
O -2.343 -1.318 1.733
N -4.289 -2.126 2.548
C -3.692 -3.403 2.949
C -5.711 -1.946 2.808
H -4.146 -0.321 1.539
H -2.637 -3.412 2.672
H -4.221 -4.223 2.446
H -3.799 -3.520 4.034
H -5.999 -0.953 2.451
H -5.906 -2.018 3.886
H -6.298 -2.710 2.282
H 1.692 -5.265 -0.531
H 4.124 -3.996 -0.451
C 1.529 -4.538 -1.340
C 3.677 -3.303 -1.180
N 2.226 -3.293 -1.060
H 0.459 -4.356 -1.460
C 1.597 -2.206 -0.575
O 0.411 -2.193 -0.181
H 4.043 -2.290 -0.992
H 2.239 -1.302 -0.585
H 1.947 -4.961 -2.263
H 3.972 -3.620 -2.189
C 4.054 0.369 2.556
C 2.580 0.384 2.549
C 1.681 0.253 3.608
C 0.390 0.342 3.047
N 0.494 0.490 1.702
N 1.830 0.518 1.433
C -0.878 0.290 3.792
H 4.445 1.238 3.108
H 4.419 -0.532 3.072
H 4.461 0.387 1.536
H 1.901 0.119 4.657
H 2.169 0.683 0.472
H -1.251 -0.742 3.890
H -0.715 0.672 4.812
H -1.643 0.901 3.295

As for the lowest unoccupied orbital energy: 0.0080 hartree. The calculated total energy comes out at -66369.7800 eV. Its spin multiplicity is 1. The calculation puts the maximum force at 2.23 eV Å⁻¹. As for the HOMO energy: -6.75 eV.

Atom charges from the Mulliken analysis, given in e for atoms 1 to 8:
1 O -0.95
2 C -0.10
3 C 0.15
4 C -0.06
5 H 0.30
6 C -0.52
7 H 0.38
8 C -0.48

Density functional theory data (wB97M-V/def2-TZVPD) for a molecular structure, C21H21N3O8Pb.

Positions of all 54 atoms, in Å:
Pb -0.184 0.195 0.476
O 2.590 1.453 -1.827
C 3.214 1.703 -0.591
C 3.491 0.427 0.221
N 2.494 0.122 1.237
C 2.599 1.005 2.390
C 1.855 2.383 2.229
O 2.439 3.375 2.672
O 0.713 2.350 1.715
C 2.562 -1.286 1.596
C 2.144 -2.182 0.388
O 2.833 -3.168 0.146
O 1.113 -1.815 -0.235
H 1.675 1.178 -1.674
H 4.170 2.174 -0.846
H 2.634 2.411 0.005
H 3.523 -0.407 -0.484
H 4.490 0.511 0.694
H 2.108 0.525 3.241
H 3.652 1.199 2.660
H 3.560 -1.592 1.958
H 1.828 -1.481 2.385
C -0.309 -1.870 4.491
O -1.532 -2.573 4.496
C -2.095 -2.911 3.270
C -2.737 -4.128 3.248
C -3.420 -4.558 2.114
C -3.431 -3.752 1.002
C -2.769 -2.518 0.968
C -2.896 -1.762 -0.244
N -2.245 -0.705 -0.579
N -2.638 -0.092 -1.732
C -1.833 0.841 -2.182
O -0.665 1.135 -1.786
C -2.426 1.646 -3.284
C -3.435 1.136 -4.095
C -3.987 1.914 -5.091
C -3.556 3.217 -5.284
C -2.553 3.733 -4.479
C -1.986 2.952 -3.490
C -2.067 -2.045 2.126
O -1.486 -0.908 2.201
H -0.029 -1.769 5.542
H -0.406 -0.891 4.020
H 0.460 -2.446 3.965
H -2.702 -4.743 4.139
H -3.933 -5.513 2.122
H -3.960 -4.079 0.113
H -3.644 -2.144 -0.953
H -3.777 0.128 -3.922
H -4.764 1.503 -5.724
H -3.997 3.822 -6.066
H -2.216 4.751 -4.625
H -1.202 3.337 -2.854

As for the lowest unoccupied orbital energy: 0.1674 hartree. The calculated total energy comes out at -48218.3752 eV. Its spin multiplicity is 1. The calculation puts the maximum force at 1.05 eV Å⁻¹. As for the HOMO energy: -2.07 eV. Its charge is -2. The calculation puts the relative energy (zero: lowest compared OMol25 entry of this formula, charge and spin) at 55.10 kJ/mol.

Atom charges from the Mulliken analysis, given in e for atoms 1 to 8:
1 Pb 1.62
2 O -0.55
3 C -0.42
4 C -0.77
5 N 0.52
6 C -0.75
7 C 0.41
8 O -0.80

Density functional theory data (wB97M-V/def2-TZVPD) for a molecular structure, C8H7Br3O2S.

Positions of all 21 atoms, in Å:
C -0.950 2.073 2.482
C -1.246 2.321 1.127
C -0.489 0.815 2.825
C -1.232 1.325 0.227
C -0.347 -0.192 1.879
C -0.730 0.114 0.620
C 2.419 -1.561 -2.977
C 2.191 -2.218 -1.859
O -1.842 -1.870 -0.682
O -0.386 -0.249 -1.775
S -0.563 -1.237 -0.608
Br 2.489 0.362 -2.861
Br 2.664 -1.527 -0.161
Br 1.581 -4.005 -1.936
H -0.815 2.874 3.176
H -1.825 3.274 0.855
H -0.308 0.656 3.835
H -1.513 1.265 -0.780
H -0.210 -1.225 2.264
H 2.150 -1.827 -3.930
H -1.038 0.832 -1.719

As for the lowest unoccupied orbital energy: 0.0026 hartree. The calculated total energy comes out at -233462.5166 eV. Its spin multiplicity is 1. The calculation puts the maximum force at 5.70 eV Å⁻¹. As for the HOMO energy: -9.20 eV.

Atom charges from the Mulliken analysis, given in e for atoms 1 to 8:
1 C -0.56
2 C -0.56
3 C -0.40
4 C -0.42
5 C -0.55
6 C 0.58
7 C -0.19
8 C -0.15